Here is a molecular structure, C33H79AsF6N9O7Tl from the Open Molecules 2025 dataset. Energies are from wB97M-V/def2-TZVPD.

Each line ends with the Mulliken charge.
Element x y z (Å)
1 Tl -10.383 -22.810 -20.207  1.01
2 As -9.082 -18.293 -19.539  2.03
3 F -9.258 -18.523 -17.792  -0.79
4 F -10.725 -17.488 -19.559  -0.63
5 F -9.057 -18.031 -21.302  -0.31
6 F -7.380 -18.935 -19.525  -0.33
7 F -9.755 -19.937 -19.750  -0.31
8 F -8.403 -16.611 -19.198  -0.50
9 C -3.713 -13.816 -18.797  -1.25
10 C -3.240 -15.287 -18.887  0.34
11 N -3.669 -15.961 -20.129  0.29
12 C -5.140 -16.065 -20.420  0.22
13 C -5.485 -16.635 -21.771  -1.44
14 C -2.896 -17.191 -20.406  -1.14
15 C -3.328 -18.323 -19.565  -0.30
16 H -3.179 -13.257 -18.028  0.40
17 H -4.739 -13.715 -18.443  0.20
18 H -3.660 -13.330 -19.771  0.34
19 H -2.155 -15.318 -18.790  0.44
20 H -3.754 -15.935 -18.177  -0.12
21 H -5.649 -16.641 -19.647  -0.08
22 H -5.534 -15.053 -20.323  0.54
23 H -6.517 -16.320 -21.922  0.26
24 H -4.918 -16.187 -22.588  0.45
25 H -5.530 -17.721 -21.856  0.23
26 H -1.823 -17.017 -20.484  0.53
27 H -3.060 -17.397 -21.463  0.40
28 H -4.357 -18.675 -19.495  -0.10
29 H -3.044 -18.201 -18.519  0.36
30 H -2.721 -19.140 -19.956  0.47
31 C -12.137 -11.415 -23.145  -1.31
32 C -11.130 -11.924 -22.140  -0.57
33 N -11.013 -13.397 -22.223  0.29
34 C -10.775 -13.998 -20.874  0.40
35 C -11.943 -13.692 -19.982  -1.31
36 C -9.942 -13.865 -23.146  -0.54
37 C -10.062 -15.359 -23.568  -1.00
38 H -11.774 -11.316 -24.168  0.36
39 H -12.483 -10.437 -22.812  0.40
40 H -13.116 -11.892 -23.090  0.33
41 H -10.171 -11.435 -22.312  0.43
42 H -11.150 -11.573 -21.108  0.53
43 H -10.477 -15.045 -20.937  -0.37
44 H -9.923 -13.395 -20.559  0.34
45 H -11.737 -13.050 -19.126  0.36
46 H -12.755 -13.301 -20.595  0.37
47 H -12.473 -14.552 -19.573  0.31
48 H -8.906 -13.730 -22.834  0.27
49 H -10.164 -13.340 -24.075  0.45
50 H -11.095 -15.507 -23.883  0.37
51 H -9.813 -16.016 -22.735  -0.01
52 H -9.418 -15.660 -24.394  0.48
53 C -8.335 -23.203 -15.961  -1.53
54 C -8.601 -21.896 -16.667  0.52
55 O -8.729 -21.970 -17.900  -0.42
56 N -8.573 -20.772 -16.098  0.99
57 C -8.117 -20.510 -14.762  -1.16
58 H -8.593 -23.197 -14.902  0.47
59 H -7.321 -23.577 -16.110  0.23
60 H -9.039 -23.893 -16.427  0.39
61 H -8.944 -20.017 -16.658  -0.17
62 H -8.987 -20.590 -14.110  0.43
63 H -7.535 -19.588 -14.782  0.09
64 H -7.338 -21.153 -14.355  0.42
65 C -8.101 -19.764 -23.953  -0.58
66 C -8.536 -21.154 -23.687  0.46
67 O -9.264 -21.277 -22.739  -0.45
68 N -8.211 -22.213 -24.442  -0.16
69 C -7.062 -22.228 -25.413  -1.01
70 H -8.925 -19.147 -23.596  -0.24
71 H -7.958 -19.478 -24.995  0.50
72 H -7.227 -19.363 -23.440  0.31
73 H -8.660 -23.102 -24.278  0.27
74 H -6.357 -23.049 -25.287  0.33
75 H -6.395 -21.376 -25.277  0.33
76 H -7.357 -22.213 -26.463  0.33
77 C -8.781 -10.903 -15.687  -1.02
78 C -7.802 -11.904 -16.272  0.65
79 O -6.730 -11.525 -16.783  -0.61
80 N -8.140 -13.247 -16.156  -0.11
81 C -7.407 -14.402 -16.685  -0.44
82 H -9.738 -11.377 -15.470  0.29
83 H -8.868 -10.056 -16.368  0.30
84 H -8.492 -10.481 -14.725  0.29
85 H -8.970 -13.442 -15.614  0.24
86 H -6.650 -14.111 -17.413  -0.18
87 H -8.178 -14.908 -17.266  0.21
88 H -7.053 -15.077 -15.906  0.42
89 C -5.584 -21.459 -19.883  0.74
90 C -6.253 -22.369 -20.912  0.26
91 O -7.437 -22.561 -20.875  -0.47
92 N -5.487 -22.801 -21.905  -0.13
93 C -4.018 -22.519 -22.083  -0.86
94 H -5.053 -20.588 -20.267  -0.24
95 H -4.864 -21.991 -19.261  0.54
96 H -6.331 -21.094 -19.178  -1.16
97 H -5.977 -23.313 -22.625  0.33
98 H -3.696 -22.869 -23.063  0.33
99 H -3.570 -23.154 -21.318  0.33
100 H -3.803 -21.454 -21.992  0.19
101 C -12.761 -18.951 -18.020  -1.22
102 C -11.885 -20.078 -17.518  0.85
103 O -11.728 -21.075 -18.232  -0.66
104 N -11.405 -20.119 -16.272  -0.04
105 C -11.454 -18.958 -15.426  -1.08
106 H -12.542 -17.987 -17.561  0.39
107 H -13.674 -19.183 -17.471  0.63
108 H -12.847 -19.040 -19.103  -0.18
109 H -10.862 -20.951 -16.092  0.26
110 H -12.481 -18.594 -15.432  0.43
111 H -10.920 -18.088 -15.811  0.25
112 H -11.082 -19.098 -14.411  0.34
113 C -11.738 -18.621 -22.758  0.15
114 C -12.632 -19.618 -22.182  0.09
115 O -12.323 -20.536 -21.460  -0.40
116 N -13.958 -19.307 -22.324  -0.16
117 C -15.055 -20.162 -21.854  -0.85
118 H -12.229 -17.932 -23.444  0.54
119 H -10.961 -19.233 -23.214  -0.38
120 H -11.202 -18.055 -21.996  -0.17
121 H -14.104 -18.310 -22.394  0.25
122 H -14.678 -20.773 -21.034  0.27
123 H -15.266 -20.928 -22.600  0.30
124 H -15.891 -19.565 -21.491  0.33
125 C -4.224 -21.354 -16.441  -1.03
126 C -4.496 -19.833 -16.247  0.74
127 O -3.883 -19.295 -15.366  -0.64
128 N -5.437 -19.246 -16.957  1.09
129 C -5.897 -17.805 -16.752  -1.29
130 H -4.113 -21.881 -15.493  0.39
131 H -3.316 -21.461 -17.034  0.28
132 H -5.064 -21.898 -16.874  0.14
133 H -5.831 -19.773 -17.723  -0.61
134 H -5.126 -17.047 -16.889  0.27
135 H -6.320 -17.736 -15.750  0.49
136 H -6.777 -17.574 -17.351  0.14

Atoms 1-6, force components in eV/Å:
Tl 0.344 0.859 0.130
As -0.973 0.236 -0.399
F 0.380 0.325 -0.759
F 1.788 -1.010 0.018
F 0.581 -0.088 1.519
F -1.719 0.867 -0.021

Summary:
- charge = +2
- HOMO level (eV) = -12.8
- LUMO level (eV) = -11.20
- gap between HOMO and LUMO (eV) = 1.60



Here is 9 unconnected molecules or ions with the total composition C33H79N18O15P2 from the Open Molecules 2025 dataset. Energies are from wB97M-V/def2-TZVPD.

Each line ends with the Mulliken charge.
Element x y z (Å)
1 C 5.305 1.447 0.604  -0.76
2 C 4.888 1.762 -0.872  -0.30
3 O 3.556 2.288 -0.912  -0.39
4 P 2.662 1.685 -2.139  0.91
5 O 3.530 1.614 -3.346  -0.83
6 C 2.080 -0.013 -1.674  1.74
7 C 1.218 0.117 -0.353  -3.04
8 N 0.121 -0.882 -0.219  1.99
9 C 0.571 -2.272 0.107  0.87
10 O 1.955 -2.367 0.315  -0.05
11 C 2.451 -3.711 0.196  -1.32
12 C 3.467 -3.951 -0.951  0.98
13 C 3.128 -3.195 -2.284  -1.11
14 C 4.961 -3.762 -0.508  0.15
15 C 5.956 -3.921 -1.693  -1.58
16 C 5.200 -2.484 0.347  -1.01
17 C -0.184 -2.910 1.298  -1.53
18 O -1.581 -2.790 1.031  -0.32
19 C -2.038 -1.456 1.068  2.25
20 C -2.693 -1.258 2.487  -1.85
21 O -1.885 -1.796 3.504  -0.05
22 O -2.576 -2.947 3.966  -0.50
23 C -3.241 -1.373 0.062  -2.37
24 C -2.797 -1.543 -1.389  0.48
25 C -2.665 -0.340 -2.171  -0.77
26 C -2.289 -0.385 -3.554  -0.63
27 C -2.027 -1.623 -4.209  -1.12
28 C -2.156 -2.811 -3.437  -1.10
29 C -2.537 -2.780 -2.055  1.79
30 C -2.692 -4.127 -1.335  -1.46
31 C -0.973 -0.364 0.688  -0.65
32 P -0.282 0.644 2.145  0.34
33 N 0.758 -0.143 3.036  -0.56
34 O 1.414 2.724 -2.360  -0.49
35 C 0.300 2.106 -3.053  0.70
36 C 0.665 1.525 -4.438  -1.30
37 H 4.422 1.373 1.271  0.09
38 H 5.975 2.223 1.020  0.37
39 H 5.877 0.501 0.675  0.23
40 H 5.629 2.484 -1.261  0.43
41 H 5.042 0.831 -1.443  0.26
42 H 1.569 -0.529 -2.499  0.75
43 H 3.000 -0.532 -1.347  -1.95
44 H 1.913 0.122 0.498  0.37
45 H 0.777 1.133 -0.406  1.15
46 H -0.320 -0.933 -1.150  -0.13
47 H 0.342 -2.922 -0.768  0.39
48 H 2.981 -3.929 1.145  0.25
49 H 1.664 -4.481 0.102  0.48
50 H 3.388 -5.030 -1.201  0.32
51 H 2.094 -2.811 -2.298  -0.19
52 H 3.301 -3.855 -3.149  0.51
53 H 3.827 -2.339 -2.359  0.25
54 H 5.163 -4.627 0.161  0.34
55 H 6.991 -3.714 -1.365  0.41
56 H 5.954 -4.976 -2.034  0.36
57 H 5.740 -3.260 -2.548  0.31
58 H 6.276 -2.475 0.615  0.59
59 H 4.928 -1.548 -0.169  -0.11
60 H 4.674 -2.616 1.311  0.32
61 H 0.027 -3.994 1.346  0.53
62 H 0.105 -2.502 2.286  0.29
63 H -3.617 -1.868 2.451  0.61
64 H -3.038 -0.222 2.672  0.34
65 H -1.981 -3.381 4.594  0.31
66 H -3.901 -2.218 0.336  0.72
67 H -3.763 -0.412 0.202  0.30
68 H -2.888 0.628 -1.703  0.70
69 H -2.218 0.528 -4.154  0.97
70 H -1.762 -1.677 -5.268  0.48
71 H -1.993 -3.782 -3.923  0.38
72 H -3.696 -4.202 -0.882  0.29
73 H -2.665 -4.912 -2.118  0.51
74 H -1.880 -4.368 -0.637  0.18
75 H -1.521 0.383 0.069  0.14
76 H -1.350 1.086 2.969  0.13
77 H 0.293 1.816 1.573  0.13
78 H 1.656 0.350 2.990  0.11
79 H -0.437 2.912 -3.223  0.22
80 H -0.146 1.344 -2.383  -0.32
81 H -0.265 1.266 -4.971  0.43
82 H 1.269 0.601 -4.390  0.22
83 H 1.210 2.241 -5.077  0.39
84 C 2.509 -8.218 -0.172  0.69
85 O 2.852 -7.159 0.333  -0.61
86 N 1.229 -8.681 -0.098  -0.39
87 N 3.378 -9.022 -0.848  -0.43
88 H 0.925 -9.545 -0.503  0.16
89 H 0.564 -8.114 0.398  0.22
90 H 4.329 -8.711 -0.920  0.22
91 H 3.118 -9.894 -1.269  0.15
92 C 0.037 -6.708 4.062  0.74
93 O -0.409 -7.080 2.988  -0.62
94 N -0.770 -6.414 5.128  -0.45
95 N 1.373 -6.554 4.286  -0.40
96 H -0.429 -6.105 6.019  0.16
97 H -1.759 -6.518 4.993  0.22
98 H 1.993 -6.762 3.523  0.20
99 H 1.761 -6.250 5.159  0.16
100 C 3.433 1.958 4.386  0.52
101 O 3.284 1.570 3.230  -0.52
102 N 2.383 2.232 5.208  -0.35
103 N 4.659 2.147 4.939  -0.41
104 H 2.482 2.553 6.156  0.17
105 H 1.462 2.101 4.832  0.12
106 H 5.457 1.956 4.362  0.21
107 H 4.802 2.465 5.880  0.17
108 C -2.562 6.187 -1.877  0.55
109 O -3.647 6.585 -2.259  -0.68
110 N -1.722 6.926 -1.098  -0.41
111 N -2.092 4.946 -2.203  -0.18
112 H -0.828 6.599 -0.782  0.20
113 H -2.027 7.845 -0.831  0.19
114 H -2.684 4.371 -2.776  0.14
115 H -1.205 4.587 -1.904  0.17
116 C -6.714 -0.013 -3.470  0.60
117 O -6.508 -1.088 -2.929  -0.62
118 N -7.957 0.389 -3.859  -0.40
119 N -5.712 0.878 -3.730  -0.27
120 H -8.145 1.267 -4.304  0.16
121 H -8.718 -0.241 -3.683  0.24
122 H -4.784 0.609 -3.458  0.17
123 H -5.857 1.768 -4.172  0.15
124 C -6.253 6.437 -5.443  0.65
125 O -6.224 5.225 -5.271  -0.66
126 N -7.200 7.041 -6.220  -0.39
127 N -5.347 7.280 -4.875  -0.32
128 H -7.244 8.030 -6.375  0.16
129 H -7.883 6.449 -6.653  0.22
130 H -4.638 6.866 -4.294  0.20
131 H -5.353 8.273 -5.003  0.15
132 C -1.940 6.358 2.976  0.71
133 O -0.910 7.015 2.949  -0.69
134 N -2.430 5.734 1.869  -0.25
135 N -2.677 6.192 4.111  -0.38
136 H -3.269 5.186 1.862  0.16
137 H -1.909 5.837 1.017  0.04
138 H -2.341 6.639 4.945  0.23
139 H -3.523 5.658 4.153  0.16
140 C 1.637 5.997 6.359  0.61
141 O 2.133 5.245 7.188  -0.67
142 N 1.233 5.562 5.134  -0.21
143 N 1.451 7.327 6.591  -0.38
144 H 0.824 6.152 4.431  0.14
145 H 1.359 4.587 4.937  0.15
146 H 1.738 7.681 7.485  0.22
147 H 1.047 7.957 5.923  0.18

Atoms 1-6, force components in eV/Å:
C -0.182 0.122 0.081
C 2.137 -0.632 1.394
O -2.002 -0.645 -0.745
P 2.603 0.915 -2.045
O -1.112 -0.419 0.790
C -0.323 0.741 1.961

Summary:
- charge = +1
- HOMO level (eV) = -11.2
- ΔE to the lowest compared entry with this formula, charge and spin (eV) = 1.727
- LUMO level (eV) = -2.30
- gap between HOMO and LUMO (eV) = 8.87



Here is 6 unconnected molecules or ions with the total composition C33H80FIN5 from the Open Molecules 2025 dataset. Energies are from wB97M-V/def2-TZVPD.

Each line ends with the Mulliken charge.
Element x y z (Å)
1 C 0.191 -4.188 -2.804  -0.54
2 C -1.025 -5.121 -2.559  0.50
3 F -0.597 -6.424 -2.900  -0.31
4 C -2.287 -4.806 -3.382  -1.00
5 I -3.514 -3.348 -2.321  -0.22
6 H 0.229 -3.335 -2.114  -0.04
7 H 1.112 -4.798 -2.728  0.32
8 H 0.140 -3.824 -3.841  0.16
9 H -1.311 -5.142 -1.496  0.15
10 H -1.945 -4.266 -4.293  0.05
11 C 1.536 -2.464 0.456  -1.56
12 C 2.561 -1.650 -0.318  -0.50
13 N 2.205 -0.247 -0.443  0.30
14 C 3.012 0.464 -1.420  -0.63
15 C 4.510 0.611 -1.141  -0.90
16 C 1.953 0.458 0.802  0.21
17 C 3.070 0.486 1.850  -1.04
18 H 0.540 -2.350 0.026  0.31
19 H 1.799 -3.522 0.416  0.48
20 H 1.494 -2.179 1.510  0.46
21 H 2.623 -2.079 -1.323  0.52
22 H 3.551 -1.788 0.142  0.22
23 H 2.585 1.460 -1.579  0.38
24 H 2.897 -0.047 -2.381  0.31
25 H 4.705 1.352 -0.366  -0.11
26 H 5.017 0.959 -2.045  0.44
27 H 4.976 -0.332 -0.853  0.42
28 H 1.064 0.019 1.265  -0.66
29 H 1.656 1.486 0.572  0.45
30 H 3.531 -0.493 1.992  0.23
31 H 2.657 0.791 2.815  0.46
32 H 3.850 1.204 1.597  0.21
33 C -3.969 0.571 4.101  -1.52
34 C -4.183 -0.820 3.519  -0.23
35 N -3.801 -0.928 2.125  0.15
36 C -4.270 -2.155 1.491  -0.43
37 C -3.717 -3.483 2.009  -0.83
38 C -2.435 -0.543 1.808  -0.97
39 C -1.299 -1.273 2.530  -0.09
40 H -4.473 1.330 3.501  0.35
41 H -4.378 0.616 5.113  0.41
42 H -2.909 0.827 4.167  0.30
43 H -5.253 -1.042 3.602  0.40
44 H -3.661 -1.555 4.149  0.23
45 H -4.082 -2.094 0.418  0.13
46 H -5.362 -2.185 1.587  0.35
47 H -2.690 -3.648 1.685  0.12
48 H -4.309 -4.306 1.604  0.39
49 H -3.760 -3.558 3.099  0.22
50 H -2.330 0.529 2.008  0.33
51 H -2.285 -0.631 0.730  0.39
52 H -1.482 -1.376 3.602  0.26
53 H -0.369 -0.708 2.414  -0.11
54 H -1.121 -2.263 2.112  0.08
55 C 1.592 -1.428 -6.960  -1.43
56 C 1.511 0.031 -6.536  -0.42
57 N 2.657 0.467 -5.754  0.39
58 C 2.455 1.752 -5.103  -0.39
59 C 2.279 2.987 -5.989  -1.25
60 C 3.958 0.271 -6.369  -0.62
61 C 4.213 0.923 -7.732  -1.04
62 H 1.746 -2.080 -6.099  0.32
63 H 0.659 -1.724 -7.442  0.44
64 H 2.397 -1.602 -7.678  0.32
65 H 0.614 0.141 -5.920  0.46
66 H 1.357 0.656 -7.427  0.26
67 H 3.282 1.933 -4.408  0.11
68 H 1.569 1.666 -4.465  0.38
69 H 3.222 3.305 -6.433  0.11
70 H 1.919 3.822 -5.381  0.46
71 H 1.549 2.831 -6.784  0.36
72 H 4.125 -0.805 -6.472  0.46
73 H 4.733 0.598 -5.669  0.24
74 H 3.380 0.781 -8.423  0.25
75 H 5.096 0.473 -8.193  0.40
76 H 4.411 1.991 -7.643  0.24
77 C 5.671 4.177 -0.044  -1.60
78 C 5.498 4.228 -1.556  0.51
79 N 4.679 5.339 -2.012  0.12
80 C 4.277 5.225 -3.407  -0.42
81 C 5.379 5.266 -4.468  -1.11
82 C 5.112 6.661 -1.588  -0.73
83 C 6.528 7.105 -1.963  -0.98
84 H 4.705 4.176 0.464  0.30
85 H 6.199 3.263 0.236  0.46
86 H 6.259 5.018 0.329  0.42
87 H 5.011 3.297 -1.856  -0.30
88 H 6.491 4.228 -2.028  0.21
89 H 3.540 6.001 -3.632  0.32
90 H 3.734 4.281 -3.523  0.08
91 H 5.767 6.275 -4.608  0.31
92 H 4.970 4.950 -5.431  0.44
93 H 6.209 4.598 -4.235  0.25
94 H 5.016 6.715 -0.500  0.42
95 H 4.397 7.402 -1.958  0.36
96 H 7.271 6.327 -1.780  0.26
97 H 6.812 7.970 -1.357  0.37
98 H 6.598 7.412 -3.006  0.27
99 C -7.697 -1.568 9.551  -1.42
100 C -7.940 -2.610 8.469  -0.33
101 N -7.902 -2.062 7.125  0.17
102 C -8.414 -2.977 6.114  -0.68
103 C -7.649 -4.280 5.875  -0.84
104 C -6.688 -1.345 6.767  -0.83
105 C -5.357 -2.095 6.868  -0.69
106 H -8.389 -0.730 9.452  0.33
107 H -7.850 -2.016 10.536  0.44
108 H -6.677 -1.182 9.526  0.28
109 H -8.936 -3.031 8.639  0.46
110 H -7.226 -3.436 8.601  0.27
111 H -8.504 -2.441 5.165  0.34
112 H -9.442 -3.234 6.390  0.40
113 H -6.723 -4.113 5.326  0.11
114 H -8.257 -4.954 5.266  0.40
115 H -7.418 -4.805 6.803  0.26
116 H -6.623 -0.453 7.397  0.28
117 H -6.797 -0.949 5.753  0.33
118 H -5.266 -2.662 7.796  0.38
119 H -4.532 -1.378 6.846  0.36
120 H -5.210 -2.774 6.029  0.00

Atoms 1-6, force components in eV/Å:
C 0.143 -0.860 -0.253
C -1.069 1.454 -0.133
F 0.219 -0.304 -0.051
C 0.835 -0.526 -0.201
I 0.240 0.073 0.016
H -0.117 -0.238 -0.204

Summary:
- charge = -1
- HOMO level (eV) = -2.4
- LUMO level (eV) = 2.13
- gap between HOMO and LUMO (eV) = 4.48



Q: What is the formula in the second record?
A: C33H79N18O15P2